# 1
20
Properties=species:S:1:pos:R:3 method="wB97M-V/def2-TZVPD" e_homo_ev=-9.0 orbital_gap_ev=9.78
O -0.9005 -0.1030 2.5020
H 1.2187 -0.7842 1.5786
H -1.8315 1.3481 -0.9070
N 1.2167 -0.3114 -1.2641
H -0.7616 -0.2284 -0.6636
H -1.5926 -1.7938 1.2714
H -0.4837 -2.0536 2.6259
H 2.5644 0.9623 -2.3613
O -1.7915 1.7166 -1.7900
C -0.7595 -1.3544 1.8268
C 1.6826 1.0014 -1.7416
H 1.7593 1.7586 -0.9520
H -1.7485 -0.0262 2.9446
H 0.9246 1.4212 -2.4160
H 0.6998 -2.1601 0.4873
H 2.1003 -0.7521 -1.0404
H -0.8735 1.9631 -1.9059
H 0.2922 0.7802 0.3049
C 0.4543 -1.1839 0.9135
C 0.2186 -0.1880 -0.2095

---

# 2
80
Properties=species:S:1:pos:R:3 method="wB97M-V/def2-TZVPD" spin_multiplicity=5 s2=6.08 e_homo_ev="-10.6 / -11.5" charge=+1 orbital_gap_ev="5.39 / 5.56"
H 5.2819 -0.7746 2.3038
C -3.2104 0.5167 3.5226
C -1.0302 3.8749 -2.5495
C 3.0980 -3.9052 -2.3300
H -2.5419 1.9612 -3.8187
C 2.6310 -1.1197 1.5421
C 3.3283 -2.1336 3.6911
H -3.8167 0.6959 4.4097
C -3.1340 2.7559 -3.3707
H 2.7411 0.4186 4.6401
H -3.3254 5.2831 -2.4420
H 2.3674 -2.6459 3.7624
C 3.9496 -2.7948 -1.6801
H 3.6907 -1.9397 4.7017
H -4.2738 4.2335 -1.3916
C -2.4238 3.3608 -2.1446
H -5.1651 2.5814 1.5494
H -3.4628 3.1172 4.1268
H 5.1315 -1.0837 -2.3308
O 1.4843 -1.2727 -2.3359
H 4.4688 0.7933 2.2102
H 4.9361 0.1202 3.7780
H 5.6540 -4.1014 -1.6718
H -3.7056 -3.1225 -2.8138
C 1.3110 -0.8210 1.1938
C -2.2520 2.2997 -1.0633
C -3.2574 4.5408 -1.6472
H 2.7063 -4.5838 -1.5693
C -2.6724 1.4553 1.2309
H -3.1547 3.8390 2.5464
H -3.4470 3.2648 0.3772
H -5.2715 0.8233 1.7425
N -0.3617 -0.7746 -0.5904
C -1.6968 -3.4613 -2.5609
C 2.2534 0.1251 3.7109
H 5.0982 -2.4360 -3.4742
H -0.5250 4.3350 -1.6986
H -3.5196 -0.4407 3.0992
C 1.8179 -1.4703 -1.1277
H 2.0343 1.0321 3.1440
C -1.4760 1.1314 -1.2874
H -2.8012 5.0232 -0.7808
H 5.8376 -2.7303 -0.5831
H 3.7205 -4.4807 -3.0155
C -2.9479 2.9729 3.1767
H -3.2812 3.5304 -4.1239
H -2.8857 -1.2301 -3.9917
C 4.4983 -1.8563 -2.7711
H -4.1152 2.3630 -3.0918
H -1.1294 4.6244 -3.3354
H -2.1688 0.4509 3.8420
C 3.4479 -1.7828 0.5974
H 3.6893 -1.3784 -3.3187
C -4.9311 1.7481 2.2121
N -2.6756 -1.3262 -3.0003
C -1.8352 0.3629 1.0343
H 4.0386 -2.7971 3.1965
H -1.8744 2.9364 3.3697
C -2.8236 2.4035 0.1839
C 4.5512 -0.1288 2.7888
C 3.0875 -2.0089 -0.7068
H 4.4150 -2.1382 0.9222
C 3.1784 -0.8073 2.9230
O -0.5809 -2.7596 -2.5392
H -3.3062 -0.7171 -2.4920
H -5.4943 1.8886 3.1349
C -1.2271 0.2116 -0.1945
O -0.9361 0.7712 -2.4170
H 0.6223 -0.4112 1.9186
C -3.4269 1.6623 2.5303
H 4.7788 -4.0890 -0.1394
Co -0.5504 -0.9820 -2.4999
H -1.6753 -0.3802 1.8010
C 5.1241 -3.4636 -0.9649
H 1.3160 -0.3677 3.9758
H 2.2600 -3.4978 -2.8894
N -2.8488 -2.6546 -2.5618
O -1.7784 -4.6553 -2.5501
H -0.4062 3.0675 -2.9296
C 0.8746 -1.0513 -0.0946

---

# 3
24
Properties=species:S:1:pos:R:3 method="wB97M-V/def2-TZVPD" e_homo_ev=-9.4 orbital_gap_ev=10.00
O -2.8224 0.2090 0.9896
H -0.8693 -0.3646 1.5933
H -1.6148 0.2216 -2.1400
C -1.5947 0.1448 -1.0204
O -3.9718 -0.4635 -0.7178
H 2.9344 0.3764 0.1855
N -0.8654 1.2835 -0.5322
H 1.4179 -1.8202 -1.1508
H 0.2215 -1.4057 1.9898
C -2.8717 -0.1023 -0.3649
H -1.0675 2.2274 -0.8157
H 1.6515 1.3232 -1.2703
H 1.5016 0.7841 1.8835
H -3.7818 0.1476 1.2591
H 3.1451 -2.0329 -0.6164
C 2.1309 -1.6889 -0.3784
C 0.2308 1.5172 0.2646
C 0.9422 0.3668 0.9502
H -0.9232 -0.6718 -0.7284
C 1.9917 -0.1618 -0.1283
H 1.9175 -2.1912 0.5595
O 0.7422 2.6197 0.2369
O 1.5506 0.3705 -1.3708
N 0.0047 -0.6889 1.3223

---

# 4
60
Properties=species:S:1:pos:R:3 method="wB97M-V/def2-TZVPD" e_homo_ev=-9.1 orbital_gap_ev=9.82
H -3.0867 1.9352 3.8204
C -3.6733 0.5603 0.9672
N -4.6450 -1.1402 -0.4804
H 8.2919 0.1933 1.0055
H 3.0258 1.4009 -0.8511
H 0.0767 1.0317 1.2912
O -5.4674 0.9633 -0.4691
N -0.0549 0.7721 0.3237
N -1.9352 1.3209 2.1696
C 0.2036 3.3496 -1.3661
H 2.6728 4.4194 -0.7847
H 5.9224 -1.9405 -1.8337
C -1.3101 0.4672 -0.0650
H -5.1776 -2.3140 -2.1069
C -2.3035 0.7441 0.9846
H -5.7867 -0.6448 -2.1207
N -4.1162 1.0669 2.1564
H -0.5696 2.5947 -1.4664
C 4.9758 -1.5274 0.0403
C 5.1207 -0.9347 1.2892
H -7.6265 -2.2579 -1.6731
H -2.1357 -3.4248 -0.3248
H -5.0854 1.1374 2.4233
C -2.8163 -2.7724 -0.8654
H 2.3613 4.5970 -2.5111
C 7.2232 -0.8738 -0.5110
H 4.2972 -0.9583 1.9876
C -3.8383 -2.1882 0.1069
C 6.3098 -0.3169 1.6335
H -2.2486 -1.9660 -1.3204
H 3.6097 3.4840 -1.9519
C 3.6620 -2.1527 -0.3458
H 3.2163 -2.6803 0.5039
C -6.9333 -1.9798 -0.8842
C 6.0327 -1.4876 -0.8591
H 0.7456 0.2190 -1.4822
C 1.9068 -0.6288 0.1127
H 3.7778 -2.8290 -1.1949
H 1.5499 2.2609 -2.6284
H 8.0421 -0.8512 -1.2149
O -1.5931 0.0521 -1.1774
C 7.3632 -0.2871 0.7352
H -4.5082 -2.9811 0.4630
H 6.4148 0.1407 2.6060
O 2.7458 -1.1369 -0.7853
H -7.3717 -1.1698 -0.3070
H -0.0180 4.1507 -2.0679
O 1.8020 -1.0048 1.2507
H -6.7882 -2.8390 -0.2325
C -3.0315 1.5026 2.8417
H 2.0672 2.2320 0.3787
C 1.1008 0.5197 -0.4904
H 0.1643 3.7563 -0.3579
H -3.3146 -1.7725 0.9697
C -5.6110 -1.5225 -1.4953
C -4.6588 0.1400 -0.0686
H -3.2965 -3.3531 -1.6485
C 2.6231 3.8858 -1.7315
C 1.5837 2.7678 -1.6579
C 2.0208 1.7482 -0.5999

---

# 5
49
Properties=species:S:1:pos:R:3 method="wB97M-V/def2-TZVPD" e_homo_ev=-7.9 orbital_gap_ev=7.23
N 1.4860 2.8823 -0.1624
H -0.9086 4.3913 -0.3244
C 0.9097 3.8354 0.6300
C -1.1131 -1.0235 -1.7386
C -1.3296 -1.6799 2.3797
N 0.6896 5.1773 -1.4179
H 1.0380 -4.2509 4.4588
H -3.4737 2.0660 -1.8080
C 0.0562 4.8502 -0.1211
H -0.0902 5.7117 0.5223
H 2.6262 -0.2319 -2.2911
O -0.9238 2.6463 -1.9819
H 2.0562 0.9876 0.5969
C -0.3816 -3.8686 2.0606
C -0.6044 0.2836 -1.8755
C 3.6446 1.7765 -0.5725
O 0.3656 -2.3848 3.8168
H 2.0145 -2.8329 4.8805
C 2.4866 1.9767 0.4038
O 4.7368 1.4350 -0.1675
C 1.1526 -1.8200 -2.0272
O 3.3272 1.9537 -1.8468
C -1.4482 1.4407 -1.8692
C -0.4196 -2.6677 2.7555
C -2.1259 -1.8560 1.2682
C -2.0517 -3.0396 0.5238
H -1.2139 -4.9919 0.4193
C 1.5849 -0.4912 -2.1367
H 2.8608 2.3669 1.3426
H -1.3848 -0.7744 2.9732
N -3.1676 -2.4811 -1.4953
N -2.8799 -3.3362 -0.6276
C -0.1752 -2.0789 -1.8446
C -1.2200 -4.0527 0.9644
C -3.3179 -0.0895 -1.6706
H -4.3911 -0.2422 -1.6021
H 0.0572 5.6754 -2.0332
C -2.5141 -1.1962 -1.5837
H 1.8727 -2.6241 -2.1033
O 1.0321 3.9142 1.8423
H -0.5131 -3.1025 -1.7985
N 0.7288 0.5101 -2.0678
H 2.0430 -3.4578 3.2205
H 0.2738 -4.6724 2.3723
C 1.4200 -3.2933 4.1008
H 1.5197 5.7399 -1.2757
H -2.8288 -1.0847 0.9869
Bi 1.2992 2.7916 -2.2954
C -2.8049 1.2121 -1.7806

---

# 6
55
Properties=species:S:1:pos:R:3 method="wB97M-V/def2-TZVPD" e_homo_ev=-8.4 charge=-1 orbital_gap_ev=10.21
H -3.1905 1.9745 4.4198
H 3.4801 -1.7506 -4.3891
H 2.9985 -1.6679 -2.9395
O 3.7965 -0.7171 1.6466
H 1.8201 -4.1468 -1.4125
O 4.7882 -0.0273 -0.9771
H -0.4988 -5.1750 0.7874
O -0.5522 4.9708 3.1446
O -3.4749 -2.9939 -2.3268
O -1.4114 -5.1409 0.4877
H -3.3062 5.4064 3.2720
O 2.0310 -1.5398 -1.3060
H -3.9301 1.4869 0.0114
H -4.8861 0.4993 0.6681
O -1.4223 2.1918 2.9730
C -1.4989 2.3466 0.5870
C -0.3244 -1.6290 -0.7627
C -1.1033 1.7145 1.9178
H 0.4830 -3.9090 -4.0860
H -0.9418 4.0819 3.1508
O 3.6360 2.4714 -0.8320
O -0.9649 1.5839 -0.3685
O -2.1599 3.3331 0.4939
H -1.4186 -4.4422 -0.1791
H 4.8750 -0.8246 -1.5146
O 1.1388 -1.7057 2.8087
O -1.1230 -0.8306 -0.1286
H -0.2765 5.1203 4.0537
H -3.8376 -3.8716 -2.1742
H 2.0788 -1.6922 2.5831
O 0.5934 -2.9546 -4.1180
H 0.7262 -1.1534 2.1369
O -3.8006 2.3199 5.0832
H 3.7761 0.2444 1.6573
O -4.8030 1.4224 0.4067
O -0.5381 -2.7842 -1.0677
O -3.8301 5.0035 2.5732
H 3.9613 -0.9413 0.7215
H -0.7735 2.2263 -3.2011
C 1.0565 -1.0218 -0.8312
H 3.5955 2.9626 -1.6599
O -0.4107 0.6101 1.7050
O 2.0647 -4.5988 -2.2313
O -0.8467 3.1273 -2.8729
H 1.0805 -2.7443 -3.3145
B -0.3854 0.4004 0.2430
H -3.2138 4.9019 1.8397
H -0.9951 3.0265 -1.9266
O 0.9786 0.1967 -0.3291
H -2.5236 -3.0982 -2.1983
H -4.0958 1.5443 5.5691
H 2.6560 -5.3057 -1.9550
H 4.5226 0.6568 -1.5995
H 2.7326 2.1602 -0.6899
O 3.6677 -1.3182 -3.5497